[1]
C2H5ClN2O | wB97M-V/def2-TZVPD

The HOMO-LUMO gap is 10.67 eV. For the strongest force on any atom, the calculation gives 0.03785 Eh/bohr. The value obtained for the total energy is -724.13054 a.u. The calculation puts the energy relative to the best compared isomer or geometry (same formula, charge and spin) at 0.152 eV. As for the SMILES: NNC(=O)CCl.

Cartesian coordinates (Å):
Cl: -2.19263 -0.16918 -0.55512
O: 1.01033 -1.88985 -0.53856
N: 0.51191 1.61497 -0.19258
N: 1.06392 0.38634 -0.46945
C: -0.87428 -0.82755 0.49775
C: 0.48057 -0.83751 -0.24910
H: -0.82489 -0.30197 1.43199
H: 1.95176 0.33989 -0.91901
H: 0.43747 1.75049 0.80056
H: -0.46717 1.77637 -0.55475
H: -1.09699 -1.84198 0.74825

---

[2]
C2H5ClN2O2 | wB97M-V/def2-TZVPD

The HOMO-LUMO gap (alpha / beta) is 8.57 / 8.51 eV. For the strongest force on any atom, the calculation gives 0.02711 Eh/bohr. The value obtained for the total energy is -799.15857 a.u. The calculation puts the energy relative to the best compared isomer or geometry (same formula, charge and spin) at 3.961 eV.

Cartesian coordinates (Å):
Cl: -1.33662 0.82774 -1.25818
O: -3.26592 2.25876 0.31754
O: -2.50187 0.51189 1.39380
N: -0.29200 -0.37378 -1.07852
N: -2.62103 1.28209 0.50682
C: 0.97594 -0.01374 -0.50857
C: 1.51439 -1.18160 0.30960
H: 0.91593 0.88593 0.11770
H: 2.49949 -0.93741 0.69639
H: 1.58538 -2.06972 -0.30911
H: 1.67766 0.20357 -1.32797
H: 0.84864 -1.39374 1.14051

---

[3]
C2H5ClN2O2 | wB97M-V/def2-TZVPD

The HOMO-LUMO gap (alpha / beta) is 8.39 / 8.39 eV. For the strongest force on any atom, the calculation gives 0.14930 Eh/bohr. The value obtained for the total energy is -799.19408 a.u. The calculation puts the energy relative to the best compared isomer or geometry (same formula, charge and spin) at 2.995 eV. As for the SMILES: [O-]/[N+](Cl)=N/CCO.

Cartesian coordinates (Å):
Cl: -2.93763 1.68929 -0.86119
O: -3.60085 -0.73930 -0.24226
O: 0.70526 -1.04659 1.21036
N: -2.66492 -0.12903 -0.48519
N: -1.42355 -0.79957 -0.77944
C: 0.12676 0.11789 0.70106
C: -0.22029 -0.11168 -0.80035
H: -0.24711 0.88062 -1.34058
H: -0.87460 0.43082 1.15474
H: 0.18510 -1.84575 1.30830
H: 0.63360 -0.82536 -1.23310
H: 0.74382 1.04930 0.88810

---

[4]
C2H5ClS | wB97M-V/def2-TZVPD

The HOMO-LUMO gap (alpha / beta) is 9.30 / 6.36 eV. For the strongest force on any atom, the calculation gives 0.04852 Eh/bohr. The value obtained for the total energy is -937.45252 a.u. The calculation puts the energy relative to the best compared isomer or geometry (same formula, charge and spin) at 2.876 eV.

Cartesian coordinates (Å):
Cl: 0.59379 0.79669 2.30723
S: 1.38531 -2.28041 -0.17770
C: -0.64217 0.90659 -0.38214
C: -0.20908 0.16896 0.83288
H: 0.05263 1.76110 -0.61492
H: -0.66930 0.13586 -1.16481
H: -1.61997 1.26575 -0.16265
H: -0.79472 -0.76421 0.86445
H: 1.90352 -1.99033 -1.50234

---

[5]
C2H5ErLiO2 | wB97M-V/def2-TZVPD

The net charge is +2. The HOMO-LUMO gap (alpha / beta) is 7.04 / 6.34 eV. For the strongest force on any atom, the calculation gives 0.09236 Eh/bohr. The spin multiplicity is 5. The value obtained for the total energy is -1251.50868 a.u.

Cartesian coordinates (Å):
Er: 0.70457 -2.60938 0.87963
O: 1.39421 -0.81488 -0.37888
O: -2.96250 -0.61594 -0.56412
C: 1.38727 0.46177 0.01168
C: 0.91010 1.05104 1.10783
Li: 1.56257 -1.04493 -2.19359
H: -2.61717 -0.09896 0.17523
H: 0.08542 0.56393 1.63503
H: -3.53797 -0.09457 -1.12987
H: 2.34018 1.13616 -0.09171
H: 0.73333 2.06576 0.54876

---

[6]
C2H5F | wB97M-V/def2-TZVPD

The HOMO-LUMO gap is 12.17 eV. For the strongest force on any atom, the calculation gives 0.08267 Eh/bohr. The value obtained for the total energy is -179.02004 a.u. The calculation puts the energy relative to the best compared isomer or geometry (same formula, charge and spin) at 0.909 eV.

Cartesian coordinates (Å):
F: -0.81257 1.06474 1.06687
C: -0.46803 -0.13741 0.56769
C: 0.49202 0.06166 -0.64380
H: 0.80052 -0.84385 -1.17554
H: 1.39077 0.57808 -0.49356
H: 0.02683 0.81178 -1.32784
H: -1.42273 -0.66282 0.41105
H: -0.00680 -0.87220 1.59513

---

[7]
C2H5F2N | wB97M-V/def2-TZVPD

The HOMO-LUMO gap is 11.37 eV. For the strongest force on any atom, the calculation gives 0.08929 Eh/bohr. The value obtained for the total energy is -333.66453 a.u. The calculation puts the energy relative to the best compared isomer or geometry (same formula, charge and spin) at 1.015 eV. As for the SMILES: N[C@H](F)CF.

Cartesian coordinates (Å):
F: 1.55775 -0.86465 -0.10163
F: -1.85504 0.00284 0.05098
N: 0.70444 1.21141 -0.16965
C: -0.75488 -0.72734 -0.26579
C: 0.53504 -0.16275 0.36655
H: 0.49943 -0.20819 1.41417
H: -0.88956 -1.85935 0.03852
H: -0.22181 1.66064 -0.47360
H: 1.10790 1.82587 0.57002
H: -0.68327 -0.87849 -1.42955

---

[8]
C2H5F2N3 | wB97M-V/def2-TZVPD

The net charge is +2. The HOMO-LUMO gap (alpha / beta) is 11.21 / 7.01 eV. For the strongest force on any atom, the calculation gives 0.12089 Eh/bohr. The value obtained for the total energy is -442.32098 a.u. The calculation puts the energy relative to the best compared isomer or geometry (same formula, charge and spin) at 4.698 eV.

Cartesian coordinates (Å):
F: -0.92582 1.35581 -0.42268
F: 2.09053 1.45455 0.61112
N: -0.73731 -0.67850 0.49977
N: 2.96643 -0.39423 -0.28004
N: -2.89127 0.28753 0.06342
C: -1.50928 0.19241 0.01843
C: 2.06301 0.25255 0.21565
H: -3.57662 -0.49662 0.21313
H: -3.28741 0.97876 -0.61410
H: -1.07763 -1.59104 0.98185
H: 3.08317 -1.40463 -0.76495
H: 3.80220 0.04341 -0.52160

---

[9]
C2H5F3N2 | wB97M-V/def2-TZVPD

The HOMO-LUMO gap is 6.58 eV. For the strongest force on any atom, the calculation gives 0.06301 Eh/bohr. The value obtained for the total energy is -488.11593 a.u. The calculation puts the energy relative to the best compared isomer or geometry (same formula, charge and spin) at 4.723 eV.

Cartesian coordinates (Å):
F: -0.47907 -1.07928 -0.85254
F: -2.87073 0.85103 -0.30768
F: -1.25345 -1.37281 1.22372
N: 2.05587 -0.22535 -0.53128
N: 1.80849 0.13214 0.69265
C: -0.84165 -0.47502 0.28890
C: -1.56317 0.92128 0.03689
H: 2.09394 -0.70387 1.32307
H: 1.86309 -1.19695 -0.79284
H: 1.76974 0.45321 -1.19490
H: -1.00681 1.10823 -0.87207
H: -1.57624 1.58738 0.98607

---

[10]
C2H5FIN | wB97M-V/def2-TZVPD

The HOMO-LUMO gap (alpha / beta) is 9.02 / 7.43 eV. For the strongest force on any atom, the calculation gives 0.05146 Eh/bohr. The value obtained for the total energy is -531.35762 a.u. The calculation puts the energy relative to the best compared isomer or geometry (same formula, charge and spin) at 4.067 eV.

Cartesian coordinates (Å):
I: 3.27664 -0.34032 -0.03832
F: 2.07211 1.69426 1.56742
N: 1.11712 1.56381 -0.65390
C: 1.74329 1.00686 0.41423
C: -0.30437 -1.55044 0.35671
H: 0.38849 0.89188 -0.92708
H: 0.38617 -2.35763 0.42191
H: -0.88890 -1.22819 -0.60422
H: -0.33621 -0.95629 1.24891
H: 0.96626 2.55002 -0.68278